Entry from the OMol25 dataset: a molecular structure, C18H22N4O2 (ωB97M-V with the def2-TZVPD basis set).

Element x y z (Å)
C  3.503  -0.937  0.470
H  4.410  -0.640  -0.092
O  3.363  -2.302  0.520
C  2.414  -3.005  1.073
C  1.352  -2.451  1.374
C  0.330  -3.120  2.164
C  0.507  -4.467  2.353
C  1.375  -5.215  1.744
C  2.434  -4.520  1.225
H  3.405  -4.896  0.856
H  1.359  -6.232  2.040
H  -0.619  -5.170  2.711
C  -0.908  -2.402  2.404
N  -1.666  -1.577  1.537
C  -1.567  -0.354  1.272
O  -0.991  0.437  2.362
C  -1.873  0.289  -0.041
C  -2.439  1.698  0.149
H  -3.368  1.849  0.888
C  -1.354  2.716  0.405
N  -0.415  2.411  -0.805
C  -0.374  3.193  -1.705
N  0.303  2.753  -2.818
C  0.506  3.468  -3.854
C  -0.474  4.493  -4.294
N  -1.031  5.167  -3.271
C  -0.918  4.416  -2.213
H  -1.875  4.880  -1.321
H  -0.067  5.187  -5.013
H  1.144  3.064  -4.794
C  0.068  1.163  -0.723
H  0.944  1.031  -1.581
C  -0.925  0.167  -0.993
H  -1.188  0.263  -2.079
H  -0.389  -0.904  -1.002
H  0.453  1.087  0.362
H  -1.831  3.625  0.165
H  -0.784  2.614  1.441
H  -3.089  1.925  -0.783
H  -2.905  -0.437  -0.109
H  -1.787  -2.020  0.727
H  -1.679  -3.018  3.279
H  -0.683  -1.665  3.388
H  1.326  -1.341  1.491
H  3.317  -0.648  1.435
H  2.688  -0.574  -0.348

Results
Calculated total energy (hartree): -1068.06745
2S+1: 1
Energy relative to the best compared isomer or geometry (same formula, charge and spin) (kcal/mol): 388.05
HOMO (eV): -7.73
Total charge: 0


Entry from the OMol25 dataset: C16H23N3O4S in the gas phase (ωB97M-V with the def2-TZVPD basis set).

Element x y z (Å)
C  3.551  3.811  0.552
H  4.054  3.469  1.463
O  2.375  3.081  0.303
C  2.463  1.738  0.082
C  3.655  1.029  0.094
C  3.703  -0.343  -0.133
C  2.505  -1.035  -0.398
C  1.320  -0.317  -0.409
C  1.260  1.054  -0.173
C  0.013  1.775  -0.198
N  -1.094  1.205  -0.488
N  -2.212  1.945  -0.486
C  -3.460  1.541  -0.843
N  -3.730  0.308  -1.291
H  -4.714  0.149  -1.473
C  -2.967  -0.907  -1.141
H  -1.926  -0.659  -0.941
H  -3.045  -1.471  -2.075
C  -3.545  -1.769  -0.003
C  -3.520  -1.062  1.364
H  -2.825  -0.226  1.370
C  -4.973  -0.631  1.568
H  -5.260  -0.589  2.616
C  -5.720  -1.725  0.808
H  -6.694  -1.412  0.429
O  -4.907  -2.052  -0.303
H  -5.854  -2.614  1.443
H  -5.159  0.343  1.115
H  -3.222  -1.765  2.143
H  -2.981  -2.713  0.027
S  -4.665  2.683  -0.754
H  -2.155  2.937  -0.240
H  0.059  2.842  0.035
H  0.409  -0.854  -0.607
O  2.355  -2.373  -0.627
C  3.462  -3.190  -0.936
H  3.033  -4.152  -1.214
H  4.124  -3.321  -0.078
H  4.034  -2.792  -1.777
O  4.873  -1.052  -0.102
C  6.086  -0.374  0.108
H  6.858  -1.140  0.057
H  6.271  0.375  -0.668
H  6.119  0.102  1.094
H  4.574  1.551  0.294
H  3.230  4.843  0.688
H  4.245  3.759  -0.293

Results
Calculated total energy (hartree): -1486.82437
2S+1: 1
Energy relative to the best compared isomer or geometry (same formula, charge and spin) (kcal/mol): 76.35
SMILES: COc1cc(OC)c(OC)cc1/C=N/NC(=S)NC[C@H]1CCCO1
HOMO (eV): -7.56
Total charge: 0


Entry from the OMol25 dataset: C3H6O3 in the gas phase (ωB97M-V with the def2-TZVPD basis set).

Element x y z (Å)
O  -1.799  0.768  -0.392
C  -1.178  -0.354  0.176
C  0.338  -0.395  -0.026
O  0.659  -0.226  -1.375
C  1.213  0.535  0.788
O  2.193  1.032  0.279
H  -1.606  0.741  -1.339
H  -1.585  -1.290  -0.238
H  -1.411  -0.344  1.247
H  0.668  -1.380  0.363
H  1.501  0.271  -1.351
H  1.007  0.642  1.867

Results
Calculated total energy (hartree): -343.60327
2S+1: 1
Energy relative to the best compared isomer or geometry (same formula, charge and spin) (kcal/mol): 32.18
SMILES: O=C[C@H](O)CO
HOMO (eV): -10.47
Total charge: 0


Entry from the OMol25 dataset: 2 unconnected molecules or ions with the total composition C3H5NO (ωB97M-V with the def2-TZVPD basis set).

Element x y z (Å)
C  -3.783  -0.099  -0.032
C  -0.230  -0.653  0.684
C  0.085  0.476  -0.151
N  -2.576  -0.168  0.142
O  -4.814  0.167  -0.565
H  -0.331  -1.596  0.117
H  -0.646  0.572  -0.913
H  1.127  0.529  -0.555
H  0.182  1.481  0.356
H  -0.001  -0.590  1.749

Results
Calculated total energy (hartree): -247.15672
2S+1: 1
Energy relative to the best compared isomer or geometry (same formula, charge and spin) (kcal/mol): 94.45
HOMO (alpha / beta) (eV): -8.93 / -8.61
Total charge: 0


Entry from the OMol25 dataset: a molecular structure, C42H41Cl3N4O2S2SnTe (ωB97M-V with the def2-TZVPD basis set).

Element x y z (Å)
Sn  -1.261  -0.759  -0.312
C  5.007  2.720  1.811
C  3.867  1.883  1.286
C  4.008  0.514  1.068
C  2.960  -0.256  0.591
C  3.097  -1.739  0.372
O  3.177  -2.492  1.325
C  3.084  -2.259  -1.028
C  3.359  -3.611  -1.238
C  3.269  -4.156  -2.508
C  2.904  -3.353  -3.583
C  2.659  -2.000  -3.388
C  2.758  -1.451  -2.118
C  1.710  0.325  0.393
O  0.678  -0.439  -0.004
C  1.552  1.701  0.591
C  2.631  2.462  1.025
C  0.150  2.222  0.471
N  -0.608  2.107  -0.553
C  -0.133  1.755  -1.886
C  -0.277  2.947  -2.845
Te  1.323  4.387  -2.764
C  2.678  3.027  -3.669
C  3.867  2.674  -3.044
C  4.716  1.745  -3.637
C  4.385  1.173  -4.856
C  3.208  1.546  -5.496
C  2.357  2.473  -4.907
C  -0.468  2.787  1.717
C  0.177  2.730  2.954
C  -0.380  3.347  4.071
C  -1.584  4.028  3.965
C  -2.250  4.056  2.745
C  -1.700  3.439  1.634
H  5.958  2.195  1.733
H  4.846  2.966  2.863
H  5.082  3.662  1.267
H  4.966  0.037  1.260
H  3.664  -4.216  -0.394
H  3.492  -5.205  -2.666
H  2.823  -3.780  -4.576
H  2.403  -1.365  -4.228
H  2.591  -0.390  -1.976
H  2.490  3.523  1.195
H  -0.808  0.975  -2.262
H  0.888  1.360  -1.905
H  -1.201  3.484  -2.628
H  -0.309  2.595  -3.873
H  4.135  3.119  -2.095
H  5.639  1.469  -3.139
H  5.046  0.447  -5.314
H  2.960  1.128  -6.465
H  1.459  2.783  -5.428
H  1.125  2.215  3.046
H  0.142  3.315  5.021
H  -1.991  4.548  4.823
H  -3.190  4.590  2.661
H  -2.198  3.467  0.672
Cl  -2.317  -5.205  5.250
C  -2.851  -4.715  3.731
C  -2.375  -5.387  2.586
C  -2.785  -4.975  1.359
C  -3.679  -3.855  1.223
C  -4.082  -3.435  0.003
C  -4.163  -3.215  2.415
C  -3.763  -3.644  3.640
H  -1.699  -6.224  2.696
H  -2.451  -5.497  0.468
H  -4.772  -2.600  -0.110
H  -3.772  -3.955  -0.900
H  -4.866  -2.393  2.319
H  -4.141  -3.186  4.545
C  -5.840  3.997  -0.659
N  -5.074  2.771  -0.856
C  -4.706  1.947  0.110
N  -5.018  2.248  1.370
S  -3.841  0.509  -0.272
H  -5.910  4.521  -1.606
H  -5.344  4.652  0.059
H  -6.852  3.779  -0.311
H  -4.842  2.479  -1.789
H  -5.590  3.041  1.610
H  -4.722  1.626  2.099
S  0.953  -5.247  0.144
C  0.016  -5.211  -1.289
C  -0.655  -4.037  -1.368
N  -0.449  -3.184  -0.300
C  0.386  -3.703  0.563
H  0.010  -6.042  -1.980
H  -1.306  -3.730  -2.177
H  0.710  -3.198  1.464
Cl  0.183  -2.250  3.898
C  -1.048  -1.020  4.179
Cl  -1.938  -0.602  2.686
H  -0.570  -0.116  4.524
H  -1.767  -1.399  4.893

Results
Calculated total energy (hartree): -4653.30861
2S+1: 1
Energy relative to the best compared isomer or geometry (same formula, charge and spin) (kcal/mol): 31.13
HOMO (eV): -11.36
Total charge: +2


Entry from the OMol25 dataset: a molecular structure, C3H7NO2S2 (ωB97M-V with the def2-TZVPD basis set).

Element x y z (Å)
C  -0.754  -0.607  2.508
C  1.107  0.866  -1.441
C  0.247  -0.621  0.885
N  -1.954  -0.034  2.248
O  -1.364  0.450  -1.031
O  -0.269  1.988  0.516
S  -0.201  -1.273  3.816
S  -0.195  0.776  -0.235
H  0.981  0.027  -2.223
H  0.941  1.893  -1.914
H  2.119  0.626  -0.961
H  1.261  -0.450  1.289
H  -0.124  -1.576  0.321
H  -2.264  -0.182  1.365
H  -2.768  0.040  2.956

Results
Calculated total energy (hartree): -1120.03247
2S+1: 1
Energy relative to the best compared isomer or geometry (same formula, charge and spin) (kcal/mol): 67.64
HOMO (eV): -8.97
Total charge: 0


Entry from the OMol25 dataset: 4 unconnected molecules or ions with the total composition C3H15NO3 (ωB97M-V with the def2-TZVPD basis set).

Element x y z (Å)
C  0.303  1.085  1.691
C  1.542  0.803  0.856
N  1.358  -0.061  -0.312
C  2.537  -0.687  -0.826
H  0.341  2.010  2.242
H  0.051  0.234  2.315
H  -0.614  1.146  1.090
H  2.246  0.287  1.524
H  2.031  1.736  0.583
H  0.850  0.503  -0.984
H  3.062  -1.173  -0.010
H  2.249  -1.471  -1.517
H  3.161  0.039  -1.354
H  -2.460  -0.938  0.278
H  -3.347  -0.727  -0.954
O  -3.203  -0.409  -0.057
H  -1.015  0.524  -2.378
H  -1.866  0.741  -1.144
O  -1.085  1.086  -1.600
H  -0.407  -2.399  0.699
H  0.049  -1.016  0.239
O  -0.782  -1.540  0.481

Results
Calculated total energy (hartree): -403.76413
2S+1: 1
Energy relative to the best compared isomer or geometry (same formula, charge and spin) (kcal/mol): 14.51
SMILES: CCNC.O.O.O
HOMO (eV): -9.25
Total charge: 0


Entry from the OMol25 dataset: 2 unconnected molecules or ions with the total composition C2H3BO3 (ωB97M-V with the def2-TZVPD basis set).

Element x y z (Å)
B  0.140  -0.027  1.573
C  -0.164  -0.554  -1.903
C  0.610  -0.376  -0.892
O  -0.943  -0.036  -2.614
O  1.208  -0.371  1.769
O  -1.086  0.461  1.339
H  0.280  0.618  -0.507
H  1.154  -1.110  -0.311
H  -1.198  1.396  1.547

Results
Calculated total energy (hartree): -328.57298
2S+1: 1
Energy relative to the best compared isomer or geometry (same formula, charge and spin) (kcal/mol): 80.23
SMILES: C=C=O.O=BO
HOMO (eV): -9.42
Total charge: 0


Entry from the OMol25 dataset: a molecular structure, C15H32BBr2ClNO12P2 (ωB97M-V with the def2-TZVPD basis set).

Element x y z (Å)
C  2.810  -4.152  1.016
C  2.127  -2.867  0.436
C  2.996  -1.586  0.517
Cl  4.710  -2.061  0.064
C  2.446  -0.360  -0.287
C  1.513  -0.596  -1.522
O  0.116  -0.434  -1.249
N  -0.452  -1.584  -0.738
O  -0.993  -1.357  0.281
O  1.589  0.234  0.697
B  1.726  1.744  0.671
O  2.568  1.928  -0.553
C  3.486  0.868  -0.404
C  4.555  0.819  -1.483
Br  4.175  0.636  -3.364
C  5.827  0.937  -1.119
C  6.309  1.124  0.315
Br  7.255  0.923  -2.459
H  3.270  -4.698  0.178
H  2.020  -4.800  1.443
H  3.571  -3.916  1.775
H  1.836  -3.094  -0.605
H  1.209  -2.697  1.028
H  3.032  -1.267  1.570
H  1.767  0.193  -2.250
H  1.686  -1.557  -2.041
H  0.624  2.100  0.276
H  2.086  2.284  1.688
H  3.803  0.960  0.656
H  6.194  2.194  0.567
H  5.770  0.469  1.014
H  7.383  0.894  0.428
C  -5.526  0.423  -4.376
O  -4.664  0.917  -5.411
P  -3.115  1.406  -4.918
O  -2.762  2.158  -6.157
O  -2.563  -0.133  -4.944
C  -2.621  -0.861  -6.161
O  -1.818  1.885  -3.981
C  -1.783  1.399  -2.616
H  -6.440  0.054  -4.839
H  -5.048  -0.400  -3.835
H  -5.779  1.223  -3.679
H  -2.680  -0.203  -7.028
H  -3.487  -1.529  -6.151
H  -1.718  -1.466  -6.235
H  -1.597  0.329  -2.600
H  -2.724  1.621  -2.108
H  -0.972  1.902  -2.092
C  -4.715  0.232  4.572
O  -3.800  0.934  3.723
P  -2.394  1.531  4.471
O  -1.993  2.459  3.379
O  -1.662  0.078  4.381
C  -1.468  -0.538  3.103
O  -1.269  2.047  5.615
C  -1.325  1.427  6.908
H  -5.511  -0.178  3.953
H  -4.211  -0.591  5.089
H  -5.153  0.914  5.305
H  -1.486  0.179  2.284
H  -2.245  -1.290  2.947
H  -0.501  -1.036  3.113
H  -1.006  0.385  6.845
H  -2.333  1.483  7.324
H  -0.642  1.960  7.569

Results
Calculated total energy (hartree): -7864.05949
2S+1: 1
HOMO (eV): -4.59
Total charge: -1


Entry from the OMol25 dataset: C4H4O2 in the gas phase (ωB97M-V with the def2-TZVPD basis set).

Element x y z (Å)
O  -2.237  -0.775  1.300
C  -1.245  -0.436  0.720
O  -1.127  0.730  0.037
C  0.115  1.093  -0.642
C  1.138  0.056  -0.482
C  1.534  -1.000  -0.055
H  -0.332  -1.033  0.685
H  -0.136  1.259  -1.694
H  0.444  2.045  -0.213
H  1.845  -1.939  0.344

Results
Calculated total energy (hartree): -305.19764
2S+1: 1
Energy relative to the best compared isomer or geometry (same formula, charge and spin) (kcal/mol): 51.34
SMILES: C#CCOC=O
HOMO (eV): -10.10
Total charge: 0


Entry from the OMol25 dataset: C5H12N2OS in the gas phase (ωB97M-V with the def2-TZVPD basis set).

Element x y z (Å)
C  1.205  0.729  -0.018
C  -1.294  -0.813  0.122
C  2.610  0.290  -0.436
C  -1.062  -2.062  -0.621
C  -2.447  1.690  0.108
N  0.800  -0.427  1.199
N  -0.591  -0.382  1.168
O  0.260  0.749  -0.919
S  -2.914  -0.082  -0.024
H  1.313  1.572  0.690
H  2.446  -0.684  -1.003
H  3.039  0.044  0.480
H  3.253  0.970  -1.095
H  -1.643  -2.881  -0.128
H  0.010  -2.222  -0.867
H  -1.603  -1.886  -1.634
H  -2.495  1.817  1.215
H  -3.135  2.410  -0.317
H  -1.412  1.814  -0.454
H  1.080  -1.272  0.603
H  -0.825  0.417  1.748

Results
Calculated total energy (hartree): -780.51406
2S+1: 1
Energy relative to the best compared isomer or geometry (same formula, charge and spin) (kcal/mol): 55.88
HOMO (eV): -8.30
Total charge: 0


Entry from the OMol25 dataset: C3H9NO2 in the gas phase (ωB97M-V with the def2-TZVPD basis set).

Element x y z (Å)
C  -1.268  -0.799  -0.072
O  -1.842  -1.204  1.223
C  -0.015  -0.002  0.163
C  0.424  1.090  -0.907
O  1.668  1.695  -0.338
N  1.017  -1.007  -0.094
H  -1.880  -0.024  -0.559
H  -1.254  -1.775  -0.589
H  -2.316  -0.403  1.620
H  -0.026  0.700  1.001
H  0.776  0.679  -1.864
H  -0.405  1.837  -1.199
H  1.735  2.567  -0.800
H  0.934  -1.771  0.631
H  1.870  -0.434  0.227

Results
Calculated total energy (hartree): -324.86555
2S+1: 1
Energy relative to the best compared isomer or geometry (same formula, charge and spin) (kcal/mol): 67.18
SMILES: NC(CO)CO
HOMO (eV): -9.68
Total charge: 0


Q: Which formula does entry 11 have?
A: C5H12N2OS


Q: What is the calculated total energy in the twelfth record?
A: -324.86555 hartree


Q: Which formula does entry 5 have?
A: C42H41Cl3N4O2S2SnTe